Record 1
DFT (ωB97M-V/def2-TZVPD) results for 7 unconnected molecules or ions with the total composition C17H50BrNO9Si in a non-equilibrium geometry.

```
79
Properties=species:S:1:pos:R:3
C 1.1043 0.3171 4.6020
C -0.2481 -0.6087 4.7775
O -1.4962 0.0405 4.3478
C -1.5552 0.2414 2.8922
O -1.5887 -0.9905 2.0898
C -0.6374 -0.9594 0.9686
C -0.8317 0.2722 -0.0882
C -2.0123 0.0798 -1.2030
C -3.5227 -0.1308 -0.6062
C -4.2665 1.3383 -0.5084
C -5.2701 1.3217 0.7885
C -6.7612 0.6854 0.4966
N -6.9609 0.1947 -0.9267
O 0.4538 0.3631 -0.8580
C 1.2547 1.4835 -0.3208
C 2.7591 1.6170 -0.9855
C 3.9785 1.1058 -0.0121
C 5.1764 0.5317 -1.0281
Br 3.5057 -0.3993 1.2173
Si -0.6105 -2.7224 0.1878
C 0.2731 -4.0649 1.2787
C 0.3166 -2.7846 -1.5432
C -2.4625 -3.3513 0.0043
H 1.3832 0.2831 3.4422
H 2.0060 -0.0164 5.2737
H 0.7578 1.4385 4.8102
H -0.1956 -1.6522 4.2501
H -0.3595 -0.7932 5.9509
H -2.5874 0.8015 2.6770
H -0.7151 1.0029 2.6018
H 0.4397 -0.8058 1.4618
H -0.9753 1.3329 0.3941
H -1.7777 -0.7533 -2.0255
H -2.0464 1.0987 -1.8251
H -3.5833 -0.6190 0.4541
H -4.1173 -0.8386 -1.3487
H -4.7830 1.5609 -1.5352
H -3.3940 2.1347 -0.3677
H -5.3573 2.4497 1.1595
H -4.8371 0.7179 1.7227
H -6.9461 -0.2592 1.2016
H -7.5558 1.5081 0.7598
H -7.2868 -0.8111 -0.8665
H -7.7809 0.6964 -1.3772
H 1.2618 1.4650 0.8537
H 0.6755 2.4770 -0.6341
H 2.9337 2.7858 -1.1459
H 2.8060 1.1544 -2.0818
H 4.4971 2.0032 0.5775
H 5.2090 -0.6380 -0.8980
H 4.9543 0.7654 -2.1543
H 6.2443 0.9247 -0.6679
H 0.0598 -5.1044 0.7320
H 1.4354 -3.8898 1.1653
H -0.0992 -4.1065 2.3872
H 0.0309 -3.7282 -2.1751
H 1.4931 -2.8287 -1.3701
H 0.1007 -1.8454 -2.2072
H -3.1294 -2.9819 0.9200
H -2.5194 -4.5403 0.0531
H -2.9840 -2.9437 -0.9621
O 6.7378 3.1395 -1.7525
H 5.8546 3.5005 -1.5838
H 6.6650 2.7453 -2.6348
O -0.7428 4.2824 -1.7828
H -0.7870 4.7933 -2.6050
H -0.8128 3.3613 -2.0754
O -3.8516 -6.0950 0.4182
H -4.7968 -5.9057 0.5171
H -3.5942 -6.4579 1.2790
O 4.9298 -1.2012 -3.5891
H 4.2903 -1.2651 -2.8640
H 5.5373 -1.9394 -3.4312
O 5.4475 4.7938 0.0564
H 6.3034 5.2274 0.1917
H 4.8064 5.4224 0.4210
O 6.7572 1.6609 -4.7422
H 6.7130 2.1718 -5.5644
H 6.6872 0.7398 -5.0348
```

Properties
SMILES: CCOCO[C@H]([C@H](CCCCCN)OCC[C@H](C)Br)[Si](C)(C)C.O.O.O.O.O.O
Orbital gap (eV): 9.75
Charge: 0

***

Record 2
DFT (ωB97M-V/def2-TZVPD) results for 7 unconnected molecules or ions with the total composition C17H52ClN5O9 in a non-equilibrium geometry.

```
84
Properties=species:S:1:pos:R:3
N 0.6910 -0.2391 0.4882
H 0.5734 -1.2363 0.3796
H -0.0522 -0.0093 1.1324
H 0.6476 0.2452 -0.3971
H 1.5938 -0.1283 0.9272
Cl 3.5342 -0.9000 -2.4966
O 2.9513 -2.2080 -2.7804
O 2.7129 0.1353 -3.1519
O 3.5083 -0.6654 -1.1232
O 4.9018 -0.9006 -2.9565
C -1.7248 1.5261 2.9585
O -1.3761 1.2085 1.5957
H -2.1139 0.6588 3.4919
H -0.9244 1.9978 3.5286
H -2.5560 2.2311 2.9511
H -2.1623 0.9856 1.0920
C 4.4395 -1.1164 3.3835
C 2.9883 -0.7569 3.3075
C 2.3268 -0.2325 4.6703
O 2.3220 -1.3516 5.5654
C 1.0766 -1.9408 5.8939
N 2.8656 0.2134 2.2750
H 4.7996 -1.3629 2.3847
H 4.5443 -1.8998 4.1341
H 4.9816 -0.2514 3.7657
H 2.5525 -1.6891 2.9480
H 1.3719 0.2761 4.5369
H 3.0192 0.4235 5.1978
H 1.1943 -2.4957 6.8246
H 0.9327 -2.6300 5.0617
H 0.2076 -1.2834 5.8642
H 3.1742 1.0996 2.6484
H 3.6095 0.0570 1.6100
C 2.3266 2.9732 -1.0631
C 0.8661 2.9150 -1.5963
C 0.6959 3.5129 -3.0326
O -0.6799 3.6394 -3.3139
C -0.9925 4.2580 -4.5270
N 0.5456 1.4950 -1.5791
H 2.5433 2.2175 -0.3081
H 2.6554 3.9575 -0.7297
H 3.0957 2.7336 -1.7973
H 0.1990 3.4606 -0.9290
H 1.0902 2.8781 -3.8262
H 1.1280 4.5100 -3.1170
H -0.5578 5.2473 -4.3841
H -2.0687 4.3051 -4.6933
H -0.5386 3.7204 -5.3596
H -0.4376 1.4600 -1.8077
H 1.1054 1.0578 -2.2970
C -3.6828 2.6554 -1.4035
C -2.8714 1.2947 -1.3170
C -3.6819 0.0410 -0.9273
O -3.4635 -0.1065 0.4725
C -4.2775 -1.1754 1.0554
N -2.3447 1.1416 -2.6656
H -4.2161 2.9219 -0.4910
H -4.4617 2.7143 -2.1638
H -3.0390 3.5089 -1.6162
H -2.0413 1.4441 -0.6266
H -3.4762 -0.8786 -1.4753
H -4.7255 0.1759 -1.2117
H -5.3472 -0.9749 1.1156
H -3.8909 -1.5521 2.0024
H -4.1118 -1.9908 0.3513
H -2.0380 2.0921 -2.8157
H -3.0690 0.9584 -3.3452
C -2.2059 -3.2791 -2.2148
C -1.2020 -2.7323 -1.2175
C -0.0433 -3.5938 -0.9155
O 0.7043 -3.1060 0.1519
C 1.5600 -4.0961 0.7999
N -0.7807 -1.3686 -1.6136
H -1.8528 -3.8420 -3.0789
H -2.9235 -2.5593 -2.6087
H -2.8326 -3.9445 -1.6211
H -1.6463 -2.4841 -0.2537
H 0.7346 -3.6860 -1.6734
H -0.3859 -4.6222 -0.8018
H 1.0623 -4.9858 1.1856
H 1.9809 -3.5196 1.6237
H 2.3721 -4.4653 0.1735
H -1.4491 -0.7507 -2.0514
H 0.0595 -1.3361 -2.1732
```

Properties
Multiplicity: 2
Expectation value of S²: 0.750
Orbital gap (spin up / spin down) (eV): 1.92 / 8.87
Charge: -1

***

Record 3
DFT (ωB97M-V/def2-TZVPD) results for 8 unconnected molecules or ions with the total composition C17H52N2O10 in a non-equilibrium geometry.

```
81
Properties=species:S:1:pos:R:3
C -3.8353 12.7041 21.7862
O -3.2557 11.7518 22.5943
C -1.9991 11.2927 22.1591
C -1.4141 10.3262 23.1885
N -2.1820 9.1137 23.0506
C -1.8497 7.9671 23.9270
C -2.4323 6.6844 23.4071
O -2.0582 6.4753 22.0242
C -2.3180 5.1033 21.6309
H -4.8819 12.7925 22.0345
H -3.8752 12.3127 20.7434
H -3.3664 13.6885 21.8712
H -1.2879 12.1387 22.0782
H -2.0630 10.8522 21.1539
H -1.5210 10.6702 24.2279
H -0.3296 10.1888 22.9718
H -2.3498 8.8442 22.0780
H -2.1790 8.1953 24.9459
H -0.7751 7.8889 24.0136
H -3.5265 6.5056 23.5139
H -2.0000 5.8354 23.9456
H -1.8725 4.3150 22.2054
H -2.1556 5.0547 20.5481
H -3.4174 5.0380 21.7442
C -4.6537 1.9010 15.6891
O -4.8333 0.5242 16.0202
C -6.1428 0.2681 16.4107
C -6.3369 -1.1558 16.9040
N -5.4477 -1.4412 17.9999
C -5.3792 -2.8410 18.4791
C -4.4511 -2.9230 19.6833
O -3.1249 -2.6217 19.2678
C -2.1705 -2.3995 20.2923
H -3.6081 2.0634 15.3402
H -4.8060 2.5423 16.5596
H -5.3368 2.2919 14.9267
H -6.8024 0.3780 15.5262
H -6.3856 0.9858 17.2187
H -6.1779 -1.7951 15.9974
H -7.3855 -1.3457 17.1689
H -4.5040 -1.0876 17.8564
H -5.0347 -3.6170 17.7767
H -6.3866 -3.0976 18.8233
H -4.4347 -3.9377 20.0832
H -4.7198 -2.1651 20.4431
H -1.1777 -2.3110 19.7966
H -2.0746 -3.2224 20.9997
H -2.3922 -1.5105 20.8664
C -7.7933 0.5161 19.8141
O -6.3531 0.4990 19.8433
H -8.1590 0.7117 18.8274
H -8.0443 -0.4752 20.1874
H -8.0373 1.2021 20.5922
H -6.0064 -0.2528 19.2639
C -2.7552 4.5986 17.4996
O -2.1484 5.0051 16.2616
H -2.4645 3.5711 17.6912
H -2.4985 5.1970 18.3703
H -3.8521 4.5523 17.3429
H -1.1879 4.9774 16.3595
C -6.4494 4.5060 22.4130
O -6.3260 4.7590 21.0234
H -7.4146 4.1583 22.7588
H -5.7139 3.7489 22.7136
H -6.2176 5.4172 22.9683
H -6.9172 5.4607 20.7583
C -1.4443 1.2042 19.5161
O -2.0816 2.2487 20.2105
H -2.0667 0.3233 19.2862
H -1.1953 1.6626 18.5518
H -0.5450 0.8707 20.0103
H -3.0509 2.2641 20.0434
C -7.7539 3.8309 17.8157
O -7.9331 5.2308 17.5513
H -7.8144 3.1859 16.9389
H -6.8097 3.6367 18.3018
H -8.6024 3.6188 18.4890
H -7.1573 5.5020 17.0314
O -4.7797 2.8406 19.4309
H -5.4806 2.1927 19.6641
H -4.9569 3.6101 20.0012
```

Properties
SMILES: COCCNCCOC.COCCNCCOC.CO.CO.CO.CO.CO.O
Orbital gap (eV): 8.70
Charge: 0

***

> Which formula does entry 2 have?

C17H52ClN5O9

***

> Which value of charge does entry 2 give?

-1

***

> Among the records above, which one has the lowest charge?

C17H52ClN5O9